Entry 1:
{
  "formula": "C4H9N",
  "method": "wB97M-V/def2-TZVPD",
  "elements": ["C", "C", "C", "N", "C", "H", "H", "H", "H", "H", "H", "H", "H", "H"],
  "positions_angstrom": [[-2.190, -0.947, 0.693], [-1.209, -0.291, -0.261], [0.013, -0.029, 0.207], [0.945, 0.915, -0.250], [2.347, 0.405, -0.262], [-2.545, -1.929, 0.352], [-1.810, -1.045, 1.695], [-3.120, -0.381, 0.660], [-1.602, 0.203, -1.140], [0.299, -0.414, 1.164], [0.751, 1.241, -1.187], [2.603, 0.082, -1.265], [3.006, 1.180, 0.129], [2.433, -0.424, 0.434]],
  "nbo_charge": [-0.62, -0.28, 0.00, -0.61, -0.41, 0.20, 0.21, 0.21, 0.19, 0.17, 0.36, 0.19, 0.20, 0.20],
  "homo_lumo_gap_ev": 9.225,
  "e_above_lowest_ev": 0.864,
  "spin_multiplicity": 1,
  "total_charge": 0,
  "e_homo_ev": -7.97,
  "smiles": "C/C=C/NC"
}


Entry 2:
{
  "formula": "NO4P",
  "method": "wB97M-V/def2-TZVPD",
  "elements": ["N", "O", "O", "O", "O", "P"],
  "positions_angstrom": [[1.197, 0.184, 0.127], [-1.080, -1.316, 0.244], [-0.520, 0.528, -1.327], [1.979, -0.670, -0.311], [-0.986, 1.183, 1.148], [-0.590, 0.090, 0.120]],
  "nbo_charge": [-0.22, -1.24, -1.20, -0.46, -1.24, 2.36],
  "homo_lumo_gap_ev": [6.305, 6.358],
  "e_above_lowest_ev": 0.234,
  "spin_multiplicity": 1,
  "total_charge": -2,
  "e_homo_ev": [1.37, 1.32],
  "smiles": "O=NP(=O)([O-])[O-]"
}


Entry 3:
{
  "formula": "C20H30N4O2",
  "method": "wB97M-V/def2-TZVPD",
  "elements": ["O", "C", "N", "C", "C", "C", "C", "C", "C", "N", "C", "O", "C", "N", "C", "C", "C", "C", "C", "H", "H", "H", "H", "H", "H", "H", "H", "H", "H", "H", "H", "H", "H", "H", "H", "H", "H", "C", "N", "C", "C", "C", "C", "H", "H", "C", "H", "H", "H", "H", "H", "H", "H", "H", "H", "H"],
  "positions_angstrom": [[-0.827, -1.301, 0.307], [-1.804, -0.689, -0.103], [-1.904, 0.629, -0.336], [-1.096, 1.770, -0.146], [-1.794, 2.977, -0.182], [-1.157, 4.192, -0.043], [0.216, 4.218, 0.133], [0.927, 3.037, 0.168], [0.300, 1.797, 0.030], [1.032, 0.616, 0.066], [2.382, 0.443, 0.012], [3.200, 1.330, -0.119], [2.743, -1.044, 0.126], [4.146, -1.378, 0.082], [4.788, -1.073, -1.185], [6.152, -1.756, -1.236], [7.018, -1.272, -0.079], [6.282, -1.527, 1.232], [4.914, -0.852, 1.198], [4.369, -1.071, 2.121], [5.046, 0.238, 1.124], [6.858, -1.144, 2.077], [6.144, -2.601, 1.366], [7.981, -1.786, -0.082], [7.204, -0.201, -0.188], [6.633, -1.540, -2.192], [6.011, -2.835, -1.156], [4.152, -1.453, -1.990], [4.916, 0.011, -1.327], [2.331, -1.419, 1.069], [2.239, -1.578, -0.688], [0.472, -0.238, 0.173], [1.996, 3.052, 0.294], [0.735, 5.158, 0.241], [-1.728, 5.108, -0.074], [-2.866, 2.948, -0.323], [-2.860, 0.866, -0.611], [-3.096, -1.428, -0.455], [-4.242, -0.542, -0.393], [-4.736, -0.338, 0.964], [-5.538, -1.523, 1.511], [-6.684, -1.862, 0.561], [-6.136, -2.104, -0.843], [-5.491, -2.986, -0.841], [-6.951, -2.284, -1.545], [-5.332, -0.882, -1.293], [-5.996, -0.012, -1.334], [-4.919, -1.038, -2.293], [-7.390, -1.028, 0.534], [-7.220, -2.745, 0.917], [-4.886, -2.392, 1.622], [-5.923, -1.270, 2.500], [-5.378, 0.549, 0.943], [-3.882, -0.127, 1.613], [-2.978, -1.792, -1.481], [-3.160, -2.307, 0.199]],
  "nbo_charge": [-0.64, 0.69, -0.61, 0.08, -0.21, -0.23, -0.21, -0.24, 0.21, -0.66, 0.67, -0.63, -0.31, -0.45, -0.22, -0.40, -0.40, -0.40, -0.22, 0.19, 0.19, 0.20, 0.20, 0.20, 0.19, 0.20, 0.20, 0.19, 0.19, 0.22, 0.22, 0.43, 0.26, 0.22, 0.21, 0.20, 0.43, -0.31, -0.47, -0.22, -0.42, -0.40, -0.42, 0.20, 0.21, -0.21, 0.19, 0.20, 0.19, 0.21, 0.20, 0.22, 0.20, 0.21, 0.23, 0.21],
  "homo_lumo_gap_ev": 8.555,
  "e_above_lowest_ev": 1.529,
  "spin_multiplicity": 1,
  "total_charge": 0,
  "e_homo_ev": -7.97,
  "smiles": "O=C(CN1CCCCC1)Nc1ccccc1NC(=O)CN1CCCCC1"
}